Computed, not measured: C45H66BeN5O7 as an isolated structure at a distorted geometry, with the ωB97M-V functional and the def2-TZVPD basis.

Computed properties:
total charge	+1
Kohn-Sham gap	6.21	eV
HOMO energy	-10.4	eV
total energy	-69911.285	eV
maximum force	4.43	eV/A

CARTESIAN COORDINATES (ANGSTROEM)
1 Be 0.8233 -0.7117 -3.2900
2 C -0.1283 1.6945 -0.3545
3 C -0.4855 0.2367 -0.0844
4 O -0.1120 -0.5929 -1.1306
5 H 0.9147 1.8156 -0.6326
6 H -0.3684 2.1903 0.5968
7 H -0.7444 2.1214 -1.1468
8 H -1.5530 0.1188 0.1998
9 H -0.0093 -0.0834 0.8734
10 N 3.1121 -0.8225 -2.3775
11 C 3.2500 -1.2162 -1.1098
12 C 4.4718 -1.3510 -0.4745
13 C 5.5913 -1.1358 -1.2761
14 C 5.4650 -0.6852 -2.5683
15 C 4.2003 -0.5902 -3.1005
16 H 2.3137 -1.4066 -0.5982
17 H 4.6155 -1.7320 0.5259
18 H 6.5839 -1.2636 -0.8574
19 H 6.3536 -0.5376 -3.1654
20 H 4.0416 -0.3615 -4.1465
21 N 1.1710 -3.2215 -2.6860
22 C 0.7011 -3.7185 -1.5569
23 C 0.7236 -5.0757 -1.2972
24 C 1.2897 -5.9160 -2.2264
25 C 1.8096 -5.3843 -3.3945
26 C 1.7140 -4.0303 -3.5943
27 H 0.3473 -2.9876 -0.8413
28 H 0.2983 -5.4361 -0.3728
29 H 1.3533 -6.9742 -2.0098
30 H 2.3820 -6.0275 -4.0484
31 H 2.0527 -3.5471 -4.5002
32 N -2.1935 -4.4938 0.9461
33 C -2.7665 -5.0764 1.9993
34 C -3.3273 -4.3816 3.0484
35 C -3.2802 -2.9982 2.9546
36 C -2.7621 -2.3873 1.8421
37 C -2.1840 -3.1775 0.8503
38 H -2.6238 -6.1512 2.0068
39 H -3.6475 -4.8834 3.9491
40 H -3.5656 -2.4477 3.8450
41 H -2.7058 -1.3075 1.8067
42 H -1.7998 -2.7382 -0.0638
43 N -0.7496 0.7368 -4.3374
44 C -0.3782 1.3552 -5.4670
45 C -1.1833 2.2121 -6.1688
46 C -2.4771 2.4276 -5.7081
47 C -2.8813 1.7910 -4.5557
48 C -1.9601 1.0237 -3.8742
49 H 0.6712 1.2302 -5.7009
50 H -0.8625 2.7392 -7.0563
51 H -3.1867 3.0445 -6.2435
52 H -3.8890 1.9361 -4.1991
53 H -2.2623 0.5661 -2.9390
54 N 2.9719 3.6905 5.0390
55 C 3.1402 2.3704 5.0376
56 C 2.2444 1.5229 4.3967
57 C 1.1309 2.0647 3.8022
58 C 0.9369 3.4396 3.8222
59 C 1.8970 4.2095 4.4641
60 H 4.0278 1.9471 5.4894
61 H 2.4927 0.4770 4.2695
62 H 0.4713 1.5093 3.1426
63 H 0.0627 3.8443 3.3299
64 H 1.8903 5.2925 4.4021
65 C -2.7835 4.4672 0.8220
66 C -2.6857 4.1722 -0.6488
67 O -1.7470 4.5579 -1.3037
68 C -3.7856 3.3529 -1.2631
69 H -2.6292 3.5860 1.4471
70 H -3.7415 4.9454 1.0327
71 H -1.9929 5.1581 1.1151
72 H -3.8648 2.4435 -0.6540
73 H -3.6116 3.0764 -2.2995
74 H -4.7747 3.8168 -1.2698
75 C 3.7731 1.4867 1.1793
76 C 4.7918 0.7095 1.9748
77 O 4.4858 -0.0655 2.8181
78 C 6.2583 1.0309 1.7535
79 H 3.0110 0.8026 0.8043
80 H 4.2803 2.0078 0.3732
81 H 3.2864 2.2286 1.8175
82 H 6.4587 2.1000 1.7410
83 H 6.4920 0.6323 0.7580
84 H 6.8619 0.4857 2.4710
85 C 2.0338 -2.9517 1.5895
86 C 1.8849 -3.8691 2.7762
87 O 2.3198 -3.5866 3.8411
88 C 1.1947 -5.1959 2.5333
89 H 2.5584 -3.4387 0.7626
90 H 2.6712 -2.1099 1.8714
91 H 1.0818 -2.5513 1.2318
92 H 0.1265 -4.9731 2.5986
93 H 1.5228 -5.9087 3.2817
94 H 1.3992 -5.5483 1.5245
95 C -2.4955 1.3713 3.8988
96 C -3.9413 1.1661 3.5045
97 O -4.2085 0.9732 2.3313
98 C -4.9931 1.1029 4.5777
99 H -1.8233 1.1487 3.0674
100 H -2.2112 0.5789 4.5983
101 H -2.3094 2.3844 4.2499
102 H -4.6860 0.3608 5.3155
103 H -5.9293 0.7977 4.1197
104 H -5.0792 2.0983 5.0176
105 C 3.2335 3.0759 -1.8925
106 C 2.0326 2.6946 -2.6799
107 O 1.8674 1.5534 -3.0227
108 C 1.0273 3.7508 -2.9835
109 H 3.0592 3.2516 -0.8301
110 H 3.8703 3.8945 -2.2435
111 H 4.0454 2.3361 -1.8624
112 H 0.3497 3.5011 -3.8006
113 H 1.5278 4.6896 -3.2244
114 H 0.3221 3.9235 -2.1613
115 C -6.3653 -0.3426 -1.1919
116 C -5.1033 -0.5783 -1.9619
117 O -4.9316 -0.0434 -3.0348
118 C -4.0401 -1.4582 -1.3530
119 H -7.0732 0.2458 -1.7767
120 H -6.2005 0.2168 -0.2705
121 H -6.9008 -1.2534 -0.9124
122 H -4.1450 -1.4548 -0.2703
123 H -3.0465 -1.1225 -1.6500
124 H -4.1578 -2.4805 -1.7224

Mulliken population analysis, charges in e, atoms 1 to 5:
1. Be 1.22
2. C 1.12
3. C 0.40
4. O -0.53
5. H -1.04

---

Computed, not measured: C45H68BBaN9O2S3Si2 as an isolated structure, with the ωB97M-V functional and the def2-TZVPD basis.

Computed properties:
total charge	0
Kohn-Sham gap	6.02	eV
HOMO energy	-6.4	eV
total energy	-114915.256	eV
maximum force	0.49	eV/A

CARTESIAN COORDINATES (ANGSTROEM)
1 Ba -0.4527 0.1367 -0.1520
2 C 1.8892 -0.1508 6.3641
3 C 1.2870 0.1975 4.9969
4 C -0.1739 0.6196 5.1450
5 C 2.0994 1.3619 4.4422
6 N 1.3185 -1.0318 4.1516
7 C 0.8987 -2.2370 4.7031
8 C 1.0888 -3.1861 3.7820
9 N 1.6018 -2.5928 2.6485
10 B 1.9113 -3.5335 1.4542
11 N 0.6624 -4.1458 0.7759
12 C 0.8638 -5.2966 0.0433
13 C -0.2930 -5.6239 -0.5411
14 N -1.2329 -4.6704 -0.1721
15 C -0.6275 -3.7577 0.6464
16 S -1.3178 -2.4152 1.4479
17 C -2.6421 -4.8450 -0.6333
18 C -3.2057 -6.0903 0.0559
19 C -2.6148 -5.0314 -2.1530
20 C -3.5422 -3.6609 -0.3191
21 N 2.9204 -2.9596 0.4286
22 C 4.2526 -3.0047 0.7729
23 C 4.9601 -2.4374 -0.2106
24 N 4.0610 -2.0393 -1.1905
25 C 2.7946 -2.3539 -0.7732
26 S 1.3040 -2.0772 -1.5797
27 C 4.4992 -1.2107 -2.3468
28 C 4.2754 0.2500 -1.9673
29 C 3.7733 -1.5831 -3.6388
30 C 5.9930 -1.4413 -2.5887
31 C 1.7151 -1.2602 2.8606
32 S 2.1882 -0.1058 1.6867
33 H 1.9192 0.7509 6.9756
34 H 2.9080 -0.5211 6.2452
35 H 1.3107 -0.8952 6.9076
36 H -0.2447 1.4952 5.7920
37 H -0.7793 -0.1773 5.5786
38 H -0.5971 0.8726 4.1716
39 H 2.0564 2.1644 5.1818
40 H 1.7084 1.7237 3.4996
41 H 3.1408 1.0854 4.2849
42 H 0.4982 -2.3094 5.6950
43 H 0.8873 -4.2413 3.8161
44 H 2.4895 -4.4799 1.9484
45 H 1.8261 -5.7736 0.0073
46 H -0.5357 -6.4554 -1.1725
47 H -2.6257 -6.9833 -0.1806
48 H -4.2334 -6.2545 -0.2701
49 H -3.2051 -5.9518 1.1378
50 H -2.1096 -5.9471 -2.4566
51 H -2.1186 -4.1829 -2.6254
52 H -3.6391 -5.0797 -2.5227
53 H -3.6932 -3.5438 0.7483
54 H -4.5092 -3.8498 -0.7894
55 H -3.1463 -2.7288 -0.7159
56 H 4.5736 -3.4534 1.6947
57 H 6.0183 -2.2980 -0.2986
58 H 3.2251 0.4172 -1.7408
59 H 4.5845 0.8998 -2.7871
60 H 4.8572 0.4924 -1.0754
61 H 2.7188 -1.3378 -3.6016
62 H 3.8652 -2.6540 -3.8281
63 H 4.2425 -1.0445 -4.4640
64 H 6.6162 -1.0398 -1.7895
65 H 6.2694 -0.9136 -3.5008
66 H 6.2171 -2.5001 -2.7238
67 O 1.6096 7.1873 2.1495
68 C 2.6218 6.2453 1.8266
69 C 1.9490 5.0029 1.3141
70 C 1.0310 4.3267 2.1045
71 C 0.4550 3.1782 1.5972
72 N 0.7235 2.6938 0.3887
73 C 1.5856 3.3484 -0.3903
74 C 2.2198 4.5055 0.0508
75 C 1.7941 2.7952 -1.7627
76 C 2.6038 3.4195 -2.7026
77 C 2.6987 2.9058 -3.9889
78 C 3.6398 3.5364 -4.9814
79 O 4.9824 3.1220 -4.7593
80 C 1.9569 1.7782 -4.2986
81 C 1.1892 1.2022 -3.3006
82 N 1.1156 1.6857 -2.0664
83 H 2.0145 7.9436 2.5845
84 H 3.2112 5.9901 2.7147
85 H 3.3053 6.6377 1.0669
86 H 0.7682 4.6863 3.0897
87 H -0.2548 2.6115 2.1935
88 H 2.9219 5.0344 -0.5783
89 H 3.1503 4.3203 -2.4543
90 H 3.5551 4.6275 -4.9432
91 H 3.3960 3.2119 -5.9914
92 H 5.2243 3.3310 -3.8508
93 H 1.9846 1.3391 -5.2870
94 H 0.6181 0.3005 -3.4900
95 C -5.9166 1.8266 1.2240
96 Si -4.3135 0.8187 1.1617
97 C -4.8459 -0.9472 1.5247
98 C -3.2717 1.3311 2.6598
99 C -3.2778 0.9920 -0.3471
100 C -3.3735 0.0001 -1.4149
101 C -4.5900 -0.5624 -1.8745
102 C -4.6198 -1.4184 -2.9498
103 C -3.4283 -1.7559 -3.5946
104 C -2.2691 -1.2033 -3.0979
105 N -2.2270 -0.3636 -2.0593
106 Si -3.2428 2.6928 -1.0353
107 C -4.8075 3.1163 -2.0107
108 C -3.0575 4.0262 0.2901
109 C -1.8538 3.0234 -2.2654
110 H -6.4276 1.6410 2.1736
111 H -6.5956 1.5232 0.4227
112 H -5.7664 2.9031 1.1349
113 H -3.9746 -1.5969 1.6190
114 H -5.5061 -1.3675 0.7641
115 H -5.3833 -0.9675 2.4770
116 H -3.8343 1.2596 3.5946
117 H -2.8901 2.3506 2.5728
118 H -2.4182 0.6473 2.7442
119 H -5.5094 -0.2613 -1.3895
120 H -5.5660 -1.8120 -3.3016
121 H -3.4047 -2.4226 -4.4449
122 H -1.3089 -1.4502 -3.5450
123 H -5.7002 3.0378 -1.3876
124 H -4.9348 2.4360 -2.8574
125 H -4.7611 4.1345 -2.4068
126 H -3.9031 4.0699 0.9772
127 H -2.9777 5.0028 -0.1954
128 H -2.1517 3.8836 0.8834
129 H -1.7924 2.2652 -3.0489
130 H -0.8868 3.0811 -1.7681
131 H -2.0333 3.9903 -2.7449

Mulliken population analysis, charges in e, atoms 1 to 5:
1. Ba -0.22
2. C -1.84
3. C 1.36
4. C -1.32
5. C -1.66

---

Question: Which of these has the lowest total energy?
Answer: C45H68BBaN9O2S3Si2

---

Question: Number 2 is which compound?
Answer: C45H68BBaN9O2S3Si2